[1]
DFT (the ωB97M-V functional and the def2-TZVPD basis) results for C4H3LiLuO6 as an isolated structure at a distorted geometry.

Properties
Expectation value of S²: 0.753
Spin multiplicity: 2
HOMO-LUMO gap (alpha / beta) (eV): 7.310 / 7.481
Total energy (eV): -50302.78227
Energy above the lowest of the compared OMol25 structures with the same formula, charge and spin (kcal per mole): 24.8
Max |F| (eV Å⁻¹): 3.3

Element x y z (Å)
O1 -1.27618 -1.48397 -3.37106
C1 -1.01806 -1.38753 -2.14828
O2 -0.35058 -2.23174 -1.50773
O3 -1.51046 -0.28548 -1.53487
C2 -1.31782 -0.09812 -0.18023
O4 -0.00317 0.70307 1.56669
C3 1.21164 1.17399 2.01577
C4 -0.23917 0.59772 0.22042
O5 1.72867 2.15988 1.49921
O6 1.65705 0.46322 2.96014
Li1 -0.31727 -3.19304 -3.23932
Lu1 3.62684 0.64246 4.53376
H1 -1.95495 -0.66499 0.49782
H2 0.60209 0.82784 -0.43519
H3 -0.83862 2.77669 -0.87713

***

[2]
DFT (the ωB97M-V functional and the def2-TZVPD basis) results for C4H3MgO2 as an isolated structure at a distorted geometry.

Properties
Expectation value of S²: 0.751
Spin multiplicity: 2
HOMO-LUMO gap (alpha / beta) (eV): 6.911 / 6.164
Total energy (eV): -13731.78358
Max |F| (eV Å⁻¹): 3.5

Element x y z (Å)
O1 0.80829 0.71732 2.34843
C1 -0.08620 0.19181 1.52532
C2 0.06648 0.04222 0.16009
C3 -0.97424 -0.25759 -0.73894
C4 -0.80415 -0.65229 -2.06301
O2 0.05002 -1.47109 -2.52621
H1 1.06289 0.32813 -0.23364
H2 -1.57008 -0.27722 -2.78671
Mg1 2.33367 1.73922 2.26784
H3 -0.88668 -0.36051 2.04682

***

[3]
DFT (the ωB97M-V functional and the def2-TZVPD basis) results for C4H3MgO2Rb as an isolated structure at a distorted geometry.

Properties
Spin multiplicity: 1
HOMO-LUMO gap (alpha / beta) (eV): 7.298 / 4.883
Total energy (eV): -14371.48991
Net charge: +2
Energy above the lowest of the compared OMol25 structures with the same formula, charge and spin (kcal per mole): 0.6
Max |F| (eV Å⁻¹): 2.2

Element x y z (Å)
H1 -3.61270 -2.25215 2.97367
C1 3.45996 -0.08483 -0.19291
C2 2.41164 0.89247 0.14553
C3 1.14321 0.57799 -0.08740
C4 0.00751 -0.03342 -0.02293
O1 -1.03452 -0.53308 -0.21395
O2 4.64940 0.20374 -0.24137
Mg1 6.18794 1.30195 0.12464
H2 3.13797 -1.09892 -0.48162
H3 2.73344 1.88602 0.47964
Rb1 -5.39595 -1.66612 1.14873

***

[4]
DFT (the ωB97M-V functional and the def2-TZVPD basis) results for one molecule with the formula C4H3N at a distorted geometry.

Properties
Spin multiplicity: 1
HOMO-LUMO gap (alpha / beta) (eV): 7.154 / 7.368
Total energy (eV): -5679.73758
Energy above the lowest of the compared OMol25 structures with the same formula, charge and spin (kcal per mole): 110.0
Max |F| (eV Å⁻¹): 4.1

Element x y z (Å)
C1 0.90091 0.65416 -0.93977
C2 -0.55251 -0.97091 -0.56319
C3 -0.40493 0.39952 1.12693
C4 0.62984 0.93345 0.22372
N1 -0.92866 -0.65101 0.59948
H1 1.39994 0.81165 -1.82022
H2 -0.41414 -1.93581 -0.78372
H3 -0.63045 0.75895 2.15677

***

[5]
DFT (the ωB97M-V functional and the def2-TZVPD basis) results for a 2-piece molecular cluster, C4H3N2O2 overall at a distorted geometry.

Properties
Spin multiplicity: 1
HOMO-LUMO gap (eV): 11.221
Total energy (eV): -11260.75961
Net charge: +1
Energy above the lowest of the compared OMol25 structures with the same formula, charge and spin (kcal per mole): 20.0
Max |F| (eV Å⁻¹): 3.0

Element x y z (Å)
C1 0.94783 0.36417 -1.45754
C2 1.24112 -0.75614 2.64937
C3 -0.10722 -1.25164 -0.15557
C4 -1.29824 0.82970 -0.44745
N1 1.84011 0.57151 -2.12207
N2 -0.10156 -0.09001 -0.67747
O1 -0.10853 -2.21605 0.38814
O2 2.14804 -0.61929 3.29935
H1 -0.92996 1.80813 -0.13592
H2 -1.53367 0.84411 -1.48255
H3 -2.09792 0.51551 0.14171

***

[6]
DFT (the ωB97M-V functional and the def2-TZVPD basis) results for an isolated ion of composition C4H3N2O4P and charge -2 at a distorted geometry.

Properties
Spin multiplicity: 1
HOMO-LUMO gap (eV): 6.408
Total energy (eV): -24657.11877
Net charge: -2
Energy above the lowest of the compared OMol25 structures with the same formula, charge and spin (kcal per mole): 18.6
Max |F| (eV Å⁻¹): 3.1

Element x y z (Å)
C1 3.77562 -0.90053 -0.16072
C2 -2.14140 1.31909 -0.50111
C3 -0.18004 -0.06659 -0.05153
C4 -1.17403 0.85304 0.41002
N1 4.81210 -1.12230 -0.65225
N2 -3.04051 1.92640 -0.95988
O1 0.96956 0.59713 -0.94910
O2 2.67800 -0.69376 0.35762
O3 3.17001 1.65232 -0.85722
O4 1.65604 1.48291 1.36081
P1 2.11286 1.03717 0.00376
H1 -0.37779 -0.82350 -0.82920
H2 -1.05065 1.40284 1.35628
H3 0.44532 -0.66303 0.63411

***

[7]
DFT (the ωB97M-V functional and the def2-TZVPD basis) results for one molecule with the formula C4H3N3 at a distorted geometry.

Properties
SMILES string: N#CC1N=CC=N1
Spin multiplicity: 1
HOMO-LUMO gap (eV): 11.005
Total energy (eV): -8665.22496
Energy above the lowest of the compared OMol25 structures with the same formula, charge and spin (kcal per mole): 27.3
Max |F| (eV Å⁻¹): 1.1

Element x y z (Å)
N1 3.20323 -0.25547 0.52970
C1 2.08857 -0.12110 0.26151
C2 0.72207 0.00115 -0.26015
N2 -0.10440 -1.17970 -0.06965
C3 -1.26589 -0.69530 0.14888
C4 -1.22750 0.78082 0.17929
N3 -0.02728 1.20874 0.04195
H1 0.83149 0.14185 -1.33747
H2 -2.14018 -1.32721 0.26880
H3 -2.08009 1.44622 0.23714

***

[8]
DFT (the ωB97M-V functional and the def2-TZVPD basis) results for a 2-piece molecular cluster, C4H3N3 overall at a distorted geometry.

Properties
SMILES string: N#CC#CN.C#N
Spin multiplicity: 1
HOMO-LUMO gap (eV): 10.297
Total energy (eV): -8663.53764
Energy above the lowest of the compared OMol25 structures with the same formula, charge and spin (kcal per mole): 66.3
Max |F| (eV Å⁻¹): 3.5

Element x y z (Å)
N1 -0.95184 -3.06714 1.97649
C1 -0.50092 -2.18406 1.36488
C2 0.05225 -1.06774 0.76232
C3 0.66788 -0.05531 0.66979
N2 1.47281 1.02181 0.45099
H1 1.48603 1.58585 1.28415
H2 1.09131 1.50467 -0.27756
C4 -1.13219 0.69913 -2.00908
N3 -0.46959 1.57283 -1.69179
H3 -1.71574 -0.01005 -2.53017

***

[9]
DFT (the ωB97M-V functional and the def2-TZVPD basis) results for one molecule with the formula C4H3N3.

Properties
Spin multiplicity: 1
HOMO-LUMO gap (eV): 8.708
Total energy (eV): -8661.92218
Energy above the lowest of the compared OMol25 structures with the same formula, charge and spin (kcal per mole): 103.5
Max |F| (eV Å⁻¹): 0.7

Element x y z (Å)
C1 -0.92572 1.03681 0.81180
C2 -0.56505 2.28673 0.96343
C3 -0.14845 0.05346 0.05088
C4 -0.45438 -0.84459 -0.94256
N1 0.68493 -1.47890 -1.32273
N2 1.67557 -1.03469 -0.61602
N3 1.18734 -0.11428 0.21435
H1 -1.85015 0.74948 1.31936
H2 -1.40209 -1.04882 -1.41574
H3 1.79909 0.32949 0.88327

***

[10]
DFT (the ωB97M-V functional and the def2-TZVPD basis) results for a 2-piece molecular cluster, C4H3N3 overall at a distorted geometry.

Properties
SMILES string: N#CC=C=N.C#N
Spin multiplicity: 1
HOMO-LUMO gap (eV): 10.232
Total energy (eV): -8663.84976
Energy above the lowest of the compared OMol25 structures with the same formula, charge and spin (kcal per mole): 59.1
Max |F| (eV Å⁻¹): 4.8

Element x y z (Å)
N1 2.59140 -0.49217 -0.74789
C1 1.55399 -0.80307 -0.32768
C2 0.34662 -1.14351 0.30191
C3 -0.32967 -0.37088 1.11018
N2 -0.76962 0.42010 1.86228
H1 0.21852 -2.20411 0.35729
H2 -1.40113 1.18138 1.65301
C4 -0.68152 1.12115 -1.42777
N3 -1.33745 1.43085 -0.53641
H3 -0.19114 0.86026 -2.24491

***

[11]
DFT (the ωB97M-V functional and the def2-TZVPD basis) results for one molecule with the formula C4H3N3 at a distorted geometry.

Properties
SMILES string: N#Cc1ncc[nH]1
Spin multiplicity: 1
HOMO-LUMO gap (eV): 9.619
Total energy (eV): -8665.78411
Energy above the lowest of the compared OMol25 structures with the same formula, charge and spin (kcal per mole): 14.5
Max |F| (eV Å⁻¹): 5.4

Element x y z (Å)
N1 0.38210 2.78302 -1.79543
C1 0.18717 1.87278 -1.08296
C2 -0.11043 0.73187 -0.40293
N2 -1.12544 -0.14951 -0.66833
C3 -0.97253 -1.20518 0.15527
C4 0.25071 -1.09877 0.84251
N3 0.80853 0.11261 0.42226
H1 -1.80199 -1.93918 0.16760
H2 0.79153 -1.77472 1.44590
H3 1.59035 0.66707 0.91611

***

[12]
DFT (the ωB97M-V functional and the def2-TZVPD basis) results for one molecule with the formula C4H3N3O at a distorted geometry.

Properties
SMILES string: O=c1ncccnn1
Spin multiplicity: 1
HOMO-LUMO gap (eV): 8.340
Total energy (eV): -10710.05999
Energy above the lowest of the compared OMol25 structures with the same formula, charge and spin (kcal per mole): 82.8
Max |F| (eV Å⁻¹): 6.5

Element x y z (Å)
O1 -0.24855 1.65268 0.99497
C1 -0.31014 0.88470 0.02341
N1 0.33058 0.98194 -1.17135
C2 1.25608 0.08488 -1.07067
C3 1.18386 -0.85322 -0.02796
C4 0.16674 -1.42122 0.57014
N2 -1.16332 -1.16136 0.48564
N3 -1.49741 -0.06930 0.04110
H1 2.26231 0.06510 -1.73837
H2 2.15890 -1.35392 0.27574
H3 0.09893 -2.36250 1.04566